# 1
45
Properties=species:S:1:pos:R:3:nbo_charge:R:1 method="wB97M-V/def2-TZVPD" multiplicity=1 e_above_lowest_kcal_mol=345.7 lumo_ev=0.281 homo_ha=-0.3367 orbital_gap_ev=9.4 energy_ha=-960.35717
C 2.297 2.024 -1.450 -0.3029
O 1.574 3.152 -0.947 -0.7206
H 1.498 1.283 -1.424 0.1918
H 2.580 2.095 -2.501 0.2059
H 3.215 1.747 -0.932 0.2023
H 2.169 3.906 -0.951 0.4988
C 0.004 2.379 1.226 -0.3024
O 0.556 1.477 0.299 -0.7122
H -1.075 2.529 1.211 0.2096
H 0.159 2.111 2.271 0.2277
H 0.476 3.337 1.007 0.2055
H 1.132 1.891 -0.348 0.5161
C -1.878 -2.489 -0.347 -0.3000
O -2.127 -1.631 0.803 -0.7829
H -0.962 -3.080 -0.345 0.1993
H -2.716 -3.115 -0.653 0.1627
H -1.600 -1.843 -1.180 0.2046
H -1.897 -1.942 1.682 0.4974
C -0.902 -0.380 2.245 -0.2679
O -0.479 -0.305 3.575 -0.7340
H -1.985 -0.465 2.158 0.1523
H -0.639 0.471 1.618 0.1604
H -0.530 -1.274 1.744 0.2024
H -1.055 -0.806 4.157 0.4647
C 1.007 -1.769 -2.444 -0.2522
O -0.060 -1.369 -1.673 -0.8183
H 1.955 -1.311 -2.162 0.1412
H 1.203 -2.841 -2.440 0.1562
H 0.783 -1.337 -3.420 0.1764
H 0.300 -0.974 -0.875 0.4317
O 1.940 0.291 1.931 -0.9523
H 1.505 -0.469 1.546 0.4818
H 1.670 1.027 1.382 0.4422
O 0.681 -2.437 1.060 -0.9834
H 0.586 -1.762 0.389 0.4627
H 1.150 -3.147 0.622 0.4657
O 0.444 -0.451 -0.012 -0.9914
H 0.690 0.437 0.250 0.4664
H -0.480 -0.384 -0.249 0.5707
O -2.111 0.399 -0.542 -0.9497
H -2.205 -0.373 -1.099 0.4887
H -2.940 0.455 -0.067 0.5000
O -1.229 2.012 -1.820 -0.9517
H -0.692 1.436 -1.276 0.4600
H -2.010 1.495 -2.019 0.4768


# 2
28
Properties=species:S:1:pos:R:3:nbo_charge:R:1 method="wB97M-V/def2-TZVPD" multiplicity=1 e_above_lowest_kcal_mol=112.1 lumo_ev="-0.153 / -0.153" homo_ha="-0.2878 / -0.2878" orbital_gap_ev="7.7 / 7.7" energy_ha=-1086.62356
C -4.210 0.365 0.602 -0.8816
C 2.499 1.345 0.934 -0.6422
C 1.401 1.031 -1.319 -0.6626
C 1.626 -1.580 0.775 -0.6571
C -0.606 -1.318 -1.454 -0.7573
C 1.179 0.981 0.166 0.3346
C 0.537 -0.380 0.679 0.2989
C -0.746 -0.883 -0.081 0.2552
O -2.605 1.113 -1.199 -0.9469
F 0.338 2.002 0.435 -0.3649
F 0.047 -0.131 1.952 -0.3625
F -1.219 -1.916 0.693 -0.3727
S -2.604 0.501 0.051 1.4651
H -5.052 0.174 -0.026 0.2270
H -4.372 -0.096 1.554 0.2134
H 3.286 0.937 0.458 0.2080
H 2.417 1.220 2.016 0.2252
H 2.733 2.383 0.781 0.2261
H 0.363 1.056 -1.778 0.2311
H 1.780 0.079 -1.569 0.2110
H 1.825 1.956 -1.826 0.2438
H 1.055 -2.241 1.409 0.2386
H 1.816 -2.176 -0.092 0.2252
H 2.482 -1.286 1.301 0.2259
H -1.012 -2.425 -1.581 0.2523
H -1.258 -0.604 -2.011 0.2648
H 0.373 -1.326 -2.064 0.2380
H -2.074 1.217 1.196 0.0636


# 3
47
Properties=species:S:1:pos:R:3:nbo_charge:R:1 method="wB97M-V/def2-TZVPD" multiplicity=1 charge=+1 e_above_lowest_kcal_mol=5.6 lumo_ev="-5.356 / -5.355" homo_ha="-0.3937 / -0.3937" orbital_gap_ev="5.4 / 5.4" energy_ha=-2010.28424
Ti -0.045 -0.115 0.083 1.5535
C 4.318 -2.897 -1.929 -0.2049
C 4.150 -1.699 -2.607 -0.1922
C 3.352 -0.701 -2.075 -0.2623
C 2.708 -0.904 -0.852 0.2011
C 2.877 -2.111 -0.175 -0.2461
C 3.679 -3.100 -0.714 -0.1794
N 1.843 0.093 -0.327 -0.6643
C 2.218 1.405 -0.354 0.2383
C 3.532 1.897 -0.241 -0.2628
C 3.741 3.250 -0.168 -0.1038
C 2.677 4.180 -0.240 -0.2236
C 1.392 3.749 -0.384 -0.1715
C 1.148 2.359 -0.451 0.0682
N -0.054 1.760 -0.635 -0.2636
N -1.140 2.424 -0.769 -0.1747
C -2.233 1.588 -0.765 0.3094
C -3.476 2.071 -1.168 -0.2116
C -4.541 1.198 -1.203 -0.1105
C -4.347 -0.130 -0.823 -0.2381
C -3.098 -0.530 -0.404 0.0993
N -2.049 0.307 -0.350 -0.5518
H 4.946 -3.671 -2.350 0.2262
H 4.639 -1.543 -3.560 0.2255
H 3.196 0.227 -2.611 0.2177
H 2.367 -2.249 0.768 0.2195
H 3.817 -4.033 -0.184 0.2248
H 4.355 1.199 -0.174 0.2478
H 4.749 3.623 -0.037 0.2355
H 2.890 5.238 -0.181 0.2377
H 0.557 4.433 -0.449 0.2452
H -3.556 3.109 -1.458 0.2535
H -5.516 1.534 -1.529 0.2441
H -5.159 -0.841 -0.848 0.2492
H -2.907 -1.548 -0.094 0.2364
N -0.295 -1.771 -0.312 -0.6329
C -0.358 -2.544 -1.435 0.1626
C -0.303 -1.919 -2.704 -0.2609
C -0.407 -2.666 -3.859 -0.1873
C -0.577 -4.044 -3.788 -0.2107
C -0.622 -4.672 -2.552 -0.1923
C -0.508 -3.937 -1.386 -0.2373
H -0.188 -0.839 -2.729 0.1918
H -0.364 -2.180 -4.825 0.2217
H -0.683 -4.618 -4.698 0.2248
H -0.747 -5.746 -2.499 0.2255
H -0.534 -4.415 -0.414 0.2231